(1)
{
  "formula": "C3H3FN2",
  "method": "ωB97M-V/def2-TZVPD",
  "e_tot_ev": -8854.583,
  "smiles": "Fc1cc[nH]n1",
  "gap_ev": 10.3,
  "max_force_ev_per_a": 7.38,
  "elements": ["C", "C", "C", "H", "H", "H", "N", "N", "F"],
  "xyz": [[-0.485678, 0.817630, -0.800936], [-0.748499, -0.643191, -0.449975], [0.127508, -0.881335, 0.637751], [-1.450083, -1.248541, -0.993452], [0.515729, -1.723454, 1.113405], [1.338069, 0.762811, 1.739951], [0.952808, 0.166646, 0.701245], [0.624419, 1.259510, -0.072535], [-0.874273, 1.489922, -1.875454]],
  "forces_ev_per_a": [[4.0, -2.7, 2.4], [1.0, 3.1, 0.6], [-1.3, 0.9, -3.1], [0.0, -0.3, 0.3], [-0.4, -1.6, 0.8], [-1.3, -3.3, -3.9], [1.8, 5.7, 4.3], [-3.5, -1.7, -2.0], [-0.3, -0.2, 0.7]]
}



(2)
{
  "formula": "C3H3FN2O",
  "method": "ωB97M-V/def2-TZVPD",
  "e_tot_ev": -10902.560,
  "smiles": "Nc1cnoc1F",
  "gap_ev": 10.1,
  "max_force_ev_per_a": 2.95,
  "elements": ["C", "C", "C", "H", "H", "H", "N", "N", "O", "F"],
  "xyz": [[-0.177220, -0.091480, -0.130331], [0.965945, 0.222200, -0.945603], [0.347678, -0.007906, 1.089882], [-1.942033, 0.213783, -0.951459], [-2.142411, -0.771068, 0.273923], [1.050024, 0.281366, -1.994442], [-1.496737, -0.537495, -0.539091], [1.995216, 0.473093, -0.191995], [1.657089, 0.331808, 1.119290], [-0.257552, -0.114300, 2.269826]],
  "forces_ev_per_a": [[-1.0, -0.8, -0.8], [-0.5, -0.2, 1.8], [0.1, 0.4, 1.8], [-1.1, 1.8, -1.4], [1.6, 0.2, -1.1], [0.1, 0.0, -0.9], [0.8, -1.3, 2.5], [1.4, 0.4, -1.2], [-1.8, -0.5, -0.2], [0.4, -0.1, -0.4]]
}



(3)
{
  "formula": "C3H3FN2O",
  "method": "ωB97M-V/def2-TZVPD",
  "e_tot_ev": -10900.491,
  "smiles": "[O-][N+]1=N[C@@H](F)C=C1",
  "gap_ev": 9.6,
  "max_force_ev_per_a": 5.74,
  "elements": ["C", "C", "C", "N", "N", "O", "F", "H", "H", "H"],
  "xyz": [[-0.461566, -0.671505, -0.574410], [0.472643, 0.166470, -1.006227], [-0.705789, -0.498088, 0.882888], [0.428378, 0.733387, 1.233486], [0.934108, 0.955640, 0.078295], [1.835047, 1.756023, -0.176529], [-1.943896, -0.083363, 1.175655], [-1.022646, -1.355152, -1.085479], [0.800448, 0.253027, -1.977250], [-0.336728, -1.256440, 1.449571]],
  "forces_ev_per_a": [[1.1, 1.8, 1.2], [-2.6, -2.1, 1.3], [2.6, 4.9, -1.4], [-2.0, -1.9, -1.6], [0.5, 0.3, 1.3], [0.2, 0.4, 0.2], [-0.2, -0.2, 0.3], [-1.1, -1.6, -1.6], [1.2, 0.6, -1.7], [0.4, -2.4, 2.0]]
}